# 1
DFT (ωB97M-V/def2-TZVPD) results for one molecule with the formula C8H11NO2 at a distorted geometry.

XYZ file:
```
22
C8H11NO2 ωB97M-V/def2-TZVPD
O -2.87 -1.34 0.26
N -2.36 -0.27 0.36
O -2.87 0.73 0.84
C -0.94 -0.05 -0.26
C -0.37 -1.41 -0.63
C 0.83 -1.83 -0.34
C 1.76 -0.98 0.56
C 1.12 0.17 1.41
C 0.03 0.91 0.56
C 0.37 1.61 -0.73
C -0.81 1.03 -1.40
H -1.22 -1.99 -1.00
H 1.06 -2.84 -0.51
H 2.19 -1.78 1.31
H 2.68 -0.48 -0.01
H 0.65 -0.26 2.31
H 1.90 0.78 1.99
H -0.58 1.53 1.23
H 1.26 1.37 -1.17
H 0.37 2.65 -0.89
H -1.60 1.79 -1.50
H -0.60 0.65 -2.39
```

=====

# 2
DFT (ωB97M-V/def2-TZVPD) results for C26H41N2OSn as an isolated structure at a distorted geometry.

XYZ file:
```
71
Properties=species:S:1:pos:R:3
C -2.35 0.33 0.26
C -2.15 -0.83 -0.57
C -1.67 -0.37 -1.85
C -1.45 1.05 -1.76
C -1.90 1.48 -0.46
Sn 0.12 0.05 -0.09
C 2.45 1.20 -0.12
C 1.82 1.08 1.12
H 2.25 0.37 1.84
C 0.64 1.85 1.42
H 0.36 2.80 0.95
H 0.21 1.77 2.41
C 3.66 0.38 -0.40
H 3.73 -0.51 0.24
H 3.70 0.04 -1.44
H 4.54 1.01 -0.21
C 2.11 2.30 -1.06
H 1.16 2.81 -0.84
H 2.91 3.05 -0.99
H 2.07 1.96 -2.10
C -2.51 -2.24 -0.25
H -2.40 -2.47 0.82
H -3.57 -2.42 -0.51
H -1.90 -2.97 -0.81
C -1.47 -1.23 -3.04
H -1.05 -2.21 -2.79
H -2.45 -1.39 -3.52
H -0.82 -0.77 -3.79
C -1.02 1.94 -2.88
H -0.28 1.47 -3.54
H -1.89 2.18 -3.49
H -0.59 2.88 -2.52
C -2.04 2.90 -0.03
H -1.24 3.55 -0.42
H -2.99 3.30 -0.41
H -2.06 3.00 1.07
C -2.92 0.32 1.63
H -2.60 1.18 2.24
H -4.02 0.35 1.58
H -2.66 -0.59 2.19
C 1.25 -1.32 -1.44
C 1.71 -2.53 -0.94
C 1.49 -0.89 -2.74
C 2.40 -3.37 -1.83
H 1.52 -2.80 0.11
C 2.16 -1.75 -3.61
H 1.11 0.07 -3.11
C 2.61 -2.98 -3.15
H 2.75 -4.32 -1.45
H 2.30 -1.43 -4.64
H 3.14 -3.64 -3.83
C 1.68 1.37 4.15
N 0.48 0.50 4.38
C 0.34 0.15 5.76
C -0.14 -0.41 3.50
O -0.02 -0.42 2.24
N -1.05 -1.38 3.86
C -1.94 -1.37 4.96
C -1.03 -2.55 3.00
H 1.99 1.67 5.16
H 1.44 2.30 3.61
H 2.54 0.87 3.67
H -0.62 0.53 6.11
H 0.39 -0.93 5.89
H 1.15 0.63 6.29
H -2.88 -1.82 4.60
H -1.44 -2.01 5.68
H -2.08 -0.36 5.33
H -2.04 -2.87 2.76
H -0.49 -2.43 2.04
H -0.52 -3.34 3.58
```

Output
Net charge: +1

=====

# 3
DFT (ωB97M-V/def2-TZVPD) results for a 3-piece molecular cluster, C9H11BrN3S overall at a distorted geometry.

XYZ file:
```
25
Properties=species:S:1:pos:R:3
C -3.37 -0.79 1.88
C -3.06 -0.92 0.56
C -2.46 -0.07 2.63
C -1.88 -0.39 0.04
C -1.22 0.21 2.20
C -0.86 0.09 0.85
C 1.29 1.22 0.89
C 2.45 1.28 0.17
C 2.27 0.33 -0.83
N 1.07 -0.27 -0.72
N 0.46 0.30 0.39
N 3.87 -0.50 -2.36
S 3.72 2.46 0.21
Br -0.41 -0.72 -3.77
H -4.42 -1.07 1.99
H -3.89 -1.27 0.02
H -2.78 0.27 3.65
H -1.67 -0.46 -0.98
H -0.56 0.72 2.83
H 1.04 1.80 1.87
H 0.75 -0.88 -1.46
H 3.65 0.14 -3.24
H 3.54 -1.45 -2.42
H -0.68 -1.41 -4.88
H 2.97 3.39 0.92
```

Output
Net charge: +1

=====

# 4
DFT (ωB97M-V/def2-TZVPD) results for one molecule with the formula C4H3N3O at a distorted geometry.

XYZ file:
```
11
C4H3N3O ωB97M-V/def2-TZVPD
N -2.17 1.24 2.39
C -1.20 0.87 1.72
C -0.21 0.25 0.69
C -0.23 -1.12 0.52
N 0.45 -1.34 -0.72
C 0.77 -0.01 -1.17
O 1.51 -0.06 -2.26
N 0.39 0.93 -0.33
H -0.25 -1.85 1.38
H 1.28 -2.23 -0.73
H 1.50 -1.19 -2.44
```

=====

# 5
DFT (ωB97M-V/def2-TZVPD) results for a 10-piece molecular cluster, C35H70F15N5O17S5 overall at a distorted geometry.

XYZ file:
```
147
Properties=species:S:1:pos:R:3
C 0.29 4.52 0.23
C 1.13 5.73 0.68
O 2.04 5.74 1.47
N 0.65 7.05 0.09
H -0.34 7.09 0.25
H 1.11 7.83 0.53
C 1.14 7.09 -1.35
H 0.20 3.72 0.97
H 0.86 3.99 -0.53
H -0.72 4.77 -0.06
H 0.75 6.29 -1.98
H 2.23 7.09 -1.33
H 0.90 8.05 -1.82
C 1.32 -4.34 7.71
C 1.87 -3.27 6.76
O 2.48 -3.55 5.74
N 1.46 -1.82 7.07
H 1.16 -1.86 8.03
H 2.26 -1.20 7.00
C 0.29 -1.33 6.17
H 1.71 -4.06 8.69
H 1.81 -5.30 7.56
H 0.23 -4.37 7.72
H 0.18 -0.31 6.54
H -0.68 -1.81 6.30
H 0.57 -1.25 5.12
C -6.20 -0.19 -1.20
C -4.74 -0.59 -0.92
C -4.04 0.46 0.02
N -2.54 0.12 0.36
C -1.69 -0.04 -0.95
C -2.33 -1.08 1.31
C -0.97 -0.84 1.98
C -0.73 0.67 1.99
C -1.87 1.29 1.16
H -6.75 -0.89 -1.82
H -6.13 0.77 -1.71
H -6.73 0.03 -0.28
H -4.11 -0.70 -1.79
H -4.66 -1.53 -0.37
H -4.56 0.71 0.94
H -4.03 1.47 -0.38
H -0.65 -0.23 -0.70
H -1.71 0.90 -1.50
H -2.12 -0.84 -1.56
H -2.25 -2.00 0.74
H -3.16 -1.11 2.01
H -0.13 -1.35 1.50
H -0.95 -1.16 3.02
H 0.23 0.97 1.58
H -0.79 1.20 2.95
H -1.61 2.18 0.59
H -2.60 1.69 1.86
C 2.70 -2.30 2.75
C 4.14 -2.30 2.32
C 5.16 -2.37 3.46
N 6.64 -2.15 3.00
C 7.15 -3.22 2.02
C 7.65 -1.94 4.18
C 8.86 -1.15 3.67
C 8.28 -0.11 2.72
C 6.87 -0.74 2.31
H 2.63 -1.32 3.22
H 2.43 -3.07 3.47
H 2.06 -2.44 1.88
H 4.32 -1.38 1.76
H 4.31 -3.08 1.57
H 5.12 -3.32 4.00
H 5.06 -1.55 4.17
H 8.17 -2.97 1.73
H 6.42 -3.16 1.22
H 7.06 -4.19 2.50
H 7.97 -2.93 4.48
H 7.15 -1.51 5.05
H 9.47 -1.86 3.11
H 9.47 -0.75 4.48
H 8.87 0.09 1.83
H 8.04 0.84 3.20
H 6.94 -0.73 1.22
H 6.12 -0.01 2.58
C -3.37 -4.58 -7.95
C -2.53 -3.33 -7.64
C -2.88 -2.81 -6.20
N -2.54 -1.28 -5.82
C -3.04 -0.83 -4.48
C -3.11 -0.32 -6.90
C -1.92 0.11 -7.67
C -0.74 0.05 -6.76
C -0.99 -1.05 -5.77
H -3.48 -4.69 -9.02
H -4.40 -4.53 -7.58
H -2.83 -5.39 -7.46
H -2.81 -2.52 -8.31
H -1.48 -3.49 -7.84
H -2.49 -3.43 -5.40
H -3.97 -2.88 -6.14
H -2.62 0.14 -4.23
H -2.70 -1.61 -3.79
H -4.13 -0.74 -4.50
H -3.53 0.55 -6.39
H -3.93 -0.81 -7.44
H -1.99 1.15 -8.00
H -1.64 -0.56 -8.48
H -0.82 0.99 -6.20
H 0.24 -0.27 -7.10
H -0.62 -0.91 -4.75
H -0.63 -2.05 -6.03
C -3.19 4.60 2.36
F -3.47 4.09 1.11
F -4.25 4.44 3.12
F -2.13 4.00 2.92
S -2.86 6.53 2.24
O -1.84 6.57 1.17
O -4.14 7.11 1.81
O -2.37 6.86 3.53
C -1.97 3.86 -5.40
F -2.51 5.09 -5.39
F -2.64 2.90 -6.06
F -0.78 3.95 -5.96
S -1.71 3.29 -3.57
O -1.11 4.42 -2.79
O -3.01 2.84 -3.11
O -0.75 2.16 -3.75
C -1.34 -4.58 -1.05
F -0.73 -4.61 0.10
F -1.66 -5.78 -1.51
F -2.48 -3.90 -0.93
S -0.21 -3.73 -2.34
O 0.51 -2.62 -1.69
O 0.71 -4.82 -2.78
O -1.02 -3.23 -3.45
C 2.64 0.83 -0.36
F 2.11 -0.16 -1.06
F 2.03 2.00 -0.62
F 2.40 0.62 0.95
S 4.58 1.01 -0.77
O 4.67 1.25 -2.23
O 5.04 2.20 -0.01
O 5.26 -0.23 -0.34
C -5.23 0.29 4.66
F -6.04 -0.27 5.61
F -5.23 -0.39 3.48
F -5.82 1.51 4.44
S -3.42 0.50 5.23
O -2.84 1.48 4.32
O -3.60 1.01 6.60
O -2.78 -0.77 5.10
```

Output
Net charge: +1
Spin multiplicity: 2

=====

# 6
DFT (ωB97M-V/def2-TZVPD) results for a 2-piece molecular cluster, C18H12N3O6S2 overall at a distorted geometry.

XYZ file:
```
41
Properties=species:S:1:pos:R:3
C 5.01 -1.98 -1.54
C 4.46 -1.71 -0.28
C 3.21 -1.09 -0.19
C 2.51 -0.76 -1.35
S 1.02 0.25 -1.21
C -0.17 -0.78 -0.55
C -1.51 -0.88 -1.00
C -2.17 -2.14 -1.01
C -3.54 -2.22 -1.21
C -4.30 -1.04 -1.36
C -5.73 -1.10 -1.47
N -6.90 -1.10 -1.58
C -3.66 0.20 -1.42
C -2.28 0.28 -1.35
O 1.46 1.24 -0.24
O 0.68 0.64 -2.55
C 3.05 -1.04 -2.61
C 4.31 -1.66 -2.70
H 6.00 -2.45 -1.61
H 5.00 -1.95 0.63
H 2.80 -0.82 0.78
H 0.21 -1.45 0.22
H -1.57 -3.04 -0.83
H -4.04 -3.20 -1.25
H -4.26 1.11 -1.54
H -1.78 1.24 -1.47
H 2.51 -0.74 -3.51
H 4.73 -1.86 -3.69
O 1.27 4.77 4.11
N 0.70 4.53 3.02
O 0.61 5.36 2.08
C 0.11 3.27 2.74
C 0.06 2.10 3.47
C -0.57 1.11 2.69
N -1.36 0.05 3.24
O -2.04 -0.65 2.44
O -1.38 -0.12 4.47
C -0.88 1.53 1.38
S -0.63 3.17 1.15
H 0.43 1.98 4.48
H -1.34 0.92 0.62
```

Output
Net charge: -1

=====

# 7
DFT (ωB97M-V/def2-TZVPD) results for one molecule with the formula C19H25N3O2S.

XYZ file:
```
50
C19H25N3O2S ωB97M-V/def2-TZVPD
C -2.97 -2.73 -2.51
O -1.94 -1.77 -2.65
C -0.68 -2.20 -2.21
C -0.50 -2.07 -0.69
C -0.59 -0.60 -0.28
N -0.97 -0.41 1.11
C -0.35 -1.04 2.12
S -1.10 -1.38 3.57
N 0.93 -1.50 1.96
C 2.00 -0.88 1.30
C 2.01 0.49 1.02
C 3.09 1.07 0.38
C 4.19 0.29 0.02
O 5.30 0.76 -0.62
C 5.37 2.13 -0.94
C 4.18 -1.07 0.32
C 3.11 -1.65 0.95
C -2.25 0.26 1.35
C -3.43 -0.56 0.86
C -2.15 1.65 0.77
C -1.32 2.58 1.41
C -1.18 3.84 0.86
N -1.80 4.23 -0.24
C -2.59 3.36 -0.84
C -2.80 2.07 -0.38
H -2.73 -3.64 -3.07
H -3.86 -2.28 -2.93
H -3.15 -2.99 -1.47
H -0.50 -3.24 -2.52
H 0.05 -1.55 -2.71
H 0.47 -2.50 -0.41
H -1.28 -2.64 -0.17
H 0.37 -0.10 -0.49
H -1.35 -0.12 -0.89
H 1.19 -2.18 2.65
H 1.18 1.11 1.33
H 3.06 2.13 0.18
H 4.57 2.43 -1.62
H 5.33 2.75 -0.03
H 6.33 2.27 -1.43
H 5.05 -1.66 0.05
H 3.12 -2.70 1.19
H -2.33 0.35 2.44
H -4.36 -0.02 1.05
H -3.46 -1.50 1.41
H -3.37 -0.78 -0.20
H -0.81 2.31 2.32
H -0.55 4.58 1.33
H -3.08 3.71 -1.73
H -3.46 1.41 -0.92
```

=====

# 8
DFT (ωB97M-V/def2-TZVPD) results for C18H31InN2Se as an isolated structure at a distorted geometry.

XYZ file:
```
53
Properties=species:S:1:pos:R:3
C 1.80 -1.97 0.13
H 1.32 -2.62 0.92
H 1.59 -2.43 -0.78
H 0.35 -1.03 1.91
C 3.19 -1.54 0.58
H 3.68 -0.84 -0.11
H 3.16 -1.01 1.58
C 4.09 -2.77 0.74
H 5.13 -2.50 0.91
H 3.79 -3.43 1.55
H 4.08 -3.37 -0.20
C -0.92 1.39 -2.05
C 0.48 1.30 -2.20
C 0.80 -0.05 -2.60
C -0.41 -0.78 -2.65
C -1.48 0.13 -2.34
C -2.92 -0.20 -2.35
C -0.54 -2.20 -3.02
C 2.13 -0.54 -3.04
C 1.42 2.44 -2.21
C -1.70 2.61 -1.78
In 0.56 -0.41 0.31
H -1.49 -2.62 -2.65
H -0.52 -2.33 -4.11
H 0.28 -2.80 -2.60
H -3.08 -1.27 -2.51
H -3.42 0.10 -1.41
H -3.42 0.35 -3.18
H -1.04 3.44 -1.53
H -2.27 2.89 -2.67
H -2.41 2.46 -0.96
H 2.47 2.11 -2.17
H 1.29 3.03 -3.14
H 1.24 3.12 -1.36
H 2.43 -1.43 -2.48
H 2.09 -0.82 -4.11
H 2.90 0.23 -2.93
C -0.74 2.66 1.90
N -1.11 1.72 2.93
C -1.09 2.01 4.28
C -1.54 0.89 4.96
N -1.85 -0.04 3.97
C -2.46 -1.35 4.23
C -1.61 0.47 2.72
Se -1.97 -0.25 1.04
H 0.22 2.39 1.45
H -0.68 3.65 2.36
H -1.49 2.65 1.11
H -0.79 2.94 4.68
H -1.69 0.66 5.98
H -1.81 -1.95 4.88
H -3.41 -1.21 4.75
H -2.62 -1.88 3.28
```

Output
Net charge: +2

=====

# 9
DFT (ωB97M-V/def2-TZVPD) results for C22H16Br2INO2PdS as an isolated structure.

XYZ file:
```
46
C22H16Br2INO2PdS ωB97M-V/def2-TZVPD
Pd 2.10 -1.00 -0.97
Br 3.32 3.91 -0.40
C 2.77 2.74 0.98
C 2.56 3.27 2.26
C 2.15 2.47 3.29
Br 1.87 3.25 5.00
C 1.92 1.09 3.07
C 1.48 0.19 4.06
C 1.27 -1.12 3.75
C 1.50 -1.55 2.42
N 1.93 -0.74 1.49
C 2.14 0.57 1.78
C 2.57 1.40 0.67
O 2.73 0.93 -0.52
H 2.73 4.33 2.43
H 1.30 0.55 5.07
H 0.92 -1.83 4.49
H 1.33 -2.58 2.13
I 2.85 -3.19 -2.30
C 3.64 -1.26 -2.14
H 3.61 -0.74 -3.09
H 4.59 -1.25 -1.62
O -0.38 -2.56 -0.40
S -0.92 -1.99 -1.67
C -2.70 -1.86 -1.43
C -3.23 -2.22 -0.20
C -4.60 -2.12 -0.02
C -5.42 -1.69 -1.05
C -4.87 -1.35 -2.28
C -3.50 -1.44 -2.48
C -0.59 -0.23 -1.59
C -0.31 0.47 -2.76
C -0.04 1.83 -2.66
C -0.06 2.46 -1.42
C -0.34 1.74 -0.27
C -0.59 0.38 -0.35
H -2.57 -2.56 0.58
H -5.03 -2.39 0.94
H -6.49 -1.62 -0.90
H -5.51 -1.01 -3.09
H -3.07 -1.18 -3.44
H -0.29 -0.03 -3.71
H 0.19 2.40 -3.55
H 0.17 3.52 -1.35
H -0.33 2.23 0.70
H -0.79 -0.21 0.54
```

=====

# 10
DFT (ωB97M-V/def2-TZVPD) results for a 2-piece molecular cluster, C5H8O overall at a distorted geometry.

XYZ file:
```
14
C5H8O ωB97M-V/def2-TZVPD
C -0.14 -1.14 1.54
C -0.59 -1.61 0.39
O -1.20 -2.18 -0.43
H 0.78 -0.62 1.72
H -0.78 -1.43 2.36
C 0.74 -0.37 -1.14
C -0.18 0.58 -0.97
C -0.03 1.67 0.03
H 1.62 -0.43 -0.51
H 0.66 -1.09 -1.95
H -1.02 0.69 -1.65
H 0.48 2.36 -0.65
H -0.96 2.13 0.39
H 0.62 1.42 0.87
```

=====

Number 1: calculated total energy -14054.716 eV. Number 2: calculated total energy -38475.393 eV. Number 3: calculated total energy -94846.733 eV. Number 4: calculated total energy -10710.899 eV. Number 5: calculated total energy -174611.997 eV. Number 6: calculated total energy -57280.358 eV. Number 7: calculated total energy -39508.772 eV. Number 8: calculated total energy -92649.393 eV. Number 9: calculated total energy -191158.171 eV. Number 10: calculated total energy -7359.664 eV.